1.
Entry from OMol25: a structure of composition C27H27N6O9W (wB97M-V/def2-TZVPD).

## Properties
- HOMO level: -0.655 Ha
- HOMO-LUMO gap: 5.88 eV
- Charge: +3

CARTESIAN COORDINATES (ANGSTROEM)
H 2.2626 2.5155 -0.4601
H 2.9129 -0.3872 1.6928
O -1.3788 -0.8462 -0.5796
O 0.2192 -3.4933 -0.5341
C -3.3518 -1.6460 -1.6603
C -0.5235 -3.0702 1.7643
C -1.4794 1.5640 -1.7574
C 4.2463 -0.4864 -3.6558
C 3.3997 -1.3137 -4.3963
H -2.5093 0.1851 2.8343
C 0.8333 0.7543 3.0233
H 1.2645 -6.3971 0.6414
C 0.7162 -5.4938 0.8748
N 1.2898 1.0239 1.6048
H 1.6806 4.0653 0.0507
O 5.0290 -1.6040 -5.9744
H 0.2034 2.8241 1.7667
N -0.4524 1.5176 -0.9185
C 1.4178 3.0066 0.0114
C 0.5257 -2.9997 0.7478
H -0.7801 0.7060 4.3551
C -4.3772 -1.3373 -2.5466
C -3.4918 0.8588 -2.9765
C -2.4301 0.5770 -2.0867
C 1.1905 2.5181 1.4207
H 1.0487 -0.2953 3.2207
H -3.5444 1.8270 -3.4579
H -0.7684 2.1790 3.4321
C 2.7664 0.6895 1.6492
O 4.2577 1.8422 -1.0583
H 1.5013 1.3389 3.6583
O 1.2246 -1.7427 0.6963
O -0.4253 -1.7250 -2.8098
C 0.1582 2.8978 -0.8062
N 3.9102 -1.9092 -5.6539
C -1.1428 -1.8600 2.2437
C -1.5725 0.4832 2.3607
N 0.4682 -1.1808 -2.2288
H 2.1966 -4.1653 -0.1035
H 0.3166 3.2720 -1.8185
C 3.8072 0.1029 -2.4840
C 2.1204 -1.5899 -4.0058
C -4.4502 -0.0982 -3.2050
H -3.2875 -2.6033 -1.1640
H -5.1439 -2.0786 -2.7320
O 1.9707 0.2434 -0.8654
W 0.2949 -0.3064 -0.0611
C -0.6027 1.1061 3.3546
O 5.9057 0.8978 -2.0692
C -0.9382 -4.2893 2.1814
C 1.1815 -4.2266 0.2703
H -5.2678 0.1001 -3.8830
C -0.3198 -5.5187 1.7261
H -1.8289 1.1706 1.5480
H -1.6258 2.5243 -2.2522
H -0.6610 -6.4519 2.1508
H 5.2537 -0.2941 -4.0091
H 1.9233 2.9411 2.1115
C -2.3998 -0.6746 -1.4667
C 1.7245 -1.0043 -2.7965
N -0.9137 -0.6876 1.7738
H 3.1592 1.1399 2.5598
H -0.6223 3.5110 -0.3474
H 1.4723 -2.2311 -4.5909
H 3.2684 1.1068 0.7926
C 2.5209 -0.1721 -2.0165
N 4.7464 1.0165 -1.8049
O 3.1538 -2.6478 -6.2331
H -1.8662 -1.9479 3.0562
H -1.7393 -4.3512 2.9098

Cartesian forces (eV/Å) of the 3 atoms listed first:
0.0 0.0 0.0
0.0 0.0 0.0
-0.2 -0.1 -0.1


2.
Entry from OMol25: a structure of composition C27H28AsBGaN4O10S2 (wB97M-V/def2-TZVPD).

## Properties
- HOMO level: -0.246 Ha
- ΔE to the lowest compared entry with this formula, charge and spin: 0.0000 eV
- HOMO-LUMO gap: 8.95 eV
- Charge: -1

CARTESIAN COORDINATES (ANGSTROEM)
H 4.9293 -0.1607 2.4504
H -2.8261 -0.2831 4.6901
C 3.9121 -0.4446 -2.6002
C 1.6493 0.2487 3.2194
C -3.6879 0.2035 4.2630
N -2.8136 2.5629 1.0061
O -0.4729 -3.0275 3.2409
C -3.0116 -1.3182 -2.2930
C 5.3255 -2.6343 -6.0048
As 0.5753 1.7970 3.7010
H 1.8352 -3.1087 2.8308
B -5.2135 1.7951 1.3192
H -2.8031 5.6309 -0.1098
H -1.0616 3.6293 0.6299
H 5.4144 -1.9814 -6.8757
H -0.3019 -0.4429 -4.9007
C -1.0646 -0.7006 -4.1769
N -4.1275 2.8433 0.9288
C -0.9531 -0.1994 -2.8820
C 3.9073 -0.4303 2.6771
O -2.7602 -0.2152 0.2841
H -6.2683 2.3700 1.4290
H -5.2706 4.4970 0.3560
N -3.6385 0.6718 3.0140
C 3.5273 -1.3796 -4.7689
C -3.1217 -1.8186 -3.5777
H -6.6318 1.5001 3.7577
H 4.6365 -3.4381 -6.2688
H -0.3729 0.5403 5.3124
H 6.6839 -1.9921 -3.7371
H -3.9596 -2.4448 -3.8518
O 1.4939 3.1317 3.7059
C 1.2498 -1.0888 3.1472
S -0.4338 -1.6040 3.4193
O -0.8025 -1.1286 4.7459
H 4.2197 -2.5354 2.4219
H -5.2234 0.9000 0.5155
H -5.2948 0.2081 5.7878
C 2.9844 0.5657 2.9724
H -2.2143 -1.8887 -5.5243
H 2.0524 -0.2753 -3.6544
C 3.0638 -0.6631 -3.6800
C 2.3105 -0.8344 -0.4908
H 2.9392 -1.6943 -0.2685
C -5.6273 1.1144 3.7955
H 3.2821 1.6058 3.0172
O -1.2195 -0.9028 2.3621
O 0.1015 0.5701 -2.5740
H -3.7549 -1.5351 -1.5376
H 1.5401 -1.0795 -1.2204
S 3.3383 0.4771 -1.1685
H 0.0088 0.8489 -1.6286
C -4.9412 0.4587 4.8036
C -3.0313 4.6432 0.2490
O 4.5189 0.6146 -0.2704
O -0.7721 1.8838 2.6670
H 1.8486 -0.4458 0.4164
C -4.2812 4.0893 0.4772
C -1.8325 0.0134 -0.5478
C 2.1746 -2.0833 2.8707
H 6.3041 -3.0746 -5.8158
C -2.1387 -1.5035 -4.5146
Ga -2.0472 0.8406 1.8123
C 3.5050 -1.7527 2.6445
H 5.8500 -0.7029 -1.7660
C -1.9338 -0.5154 -1.9309
O -0.8342 0.6999 -0.1841
C 5.2125 -0.9087 -2.6169
H 2.8662 -1.5614 -5.6093
N -4.8340 1.2358 2.7309
C -2.1387 3.6391 0.6078
C 4.8333 -1.8700 -4.8053
O -0.0428 1.4602 5.2966
C 5.6650 -1.6219 -3.7211

Cartesian forces (eV/Å) of the 3 atoms listed first:
0.0 0.0 0.0
0.0 0.0 0.0
-0.1 0.0 0.0


3.
Entry from OMol25: a structure of composition C27H28BaN2Si (wB97M-V/def2-TZVPD).

## Properties
- HOMO level: -0.212 Ha
- ΔE to the lowest compared entry with this formula, charge and spin: 1.3742 eV
- HOMO-LUMO gap: 4.41 eV
- Charge: 0

CARTESIAN COORDINATES (ANGSTROEM)
H 1.4405 -0.6679 -1.5791
C -1.0099 0.6952 -3.3086
C -2.2614 0.9808 -2.7288
C 2.3700 0.7723 -3.5687
H 1.4186 -2.5378 6.9305
C -0.4572 -1.6032 4.2179
H 0.7884 -0.2333 7.6528
C -1.2565 -1.8626 -1.8450
N -0.7561 -1.9520 2.9237
C 4.3678 -0.4225 -4.2312
C -1.4898 2.8178 0.4119
H -0.6977 -2.8062 -1.7839
H -0.0790 0.3419 -1.1767
H -2.0530 3.0151 2.5716
C 0.4309 -0.6214 6.6964
C 3.6037 -1.5723 -4.4777
H -0.0223 2.5536 -1.2455
H 0.7626 -4.9714 2.7824
H -1.9533 -1.9391 -2.6875
H -2.7083 -0.2010 3.7235
H -0.6870 1.1887 6.2073
H 4.3287 1.6679 -3.6418
H 1.3933 -4.3278 5.1466
H 4.0895 -2.4773 -4.8516
C 0.8015 -3.6707 4.5115
C -0.0298 2.1674 2.0711
N -1.8630 0.3479 3.9018
H 1.6494 1.6581 0.6676
C -2.9931 2.1086 -3.1051
C 0.6200 1.9928 0.8292
H -2.6911 0.3322 -1.9498
Ba -1.5959 -0.2424 1.0126
H -2.3395 3.2408 -0.1166
H -2.1280 1.2613 4.2546
H 5.4417 -0.4373 -4.3822
H 1.8728 1.6942 -3.2441
H -0.5744 -3.3620 1.3990
C -1.3334 2.6843 1.8190
H -3.9347 2.3361 -2.5953
C -0.4099 0.1780 5.8897
H 0.4272 2.0303 3.0557
Si 0.1716 -0.5621 -2.4028
C -1.3276 2.6082 -4.7812
C 0.3913 -2.4178 5.0285
C 2.2274 -1.5782 -4.2168
C -0.3056 -3.1333 2.4395
C 0.4517 -4.0219 3.2176
C 3.7481 0.7558 -3.7981
C 1.6314 -0.4244 -3.6899
C -0.9224 -0.3421 4.7118
H -3.0665 3.8474 -4.3971
C 0.7974 -1.9027 6.2939
H -0.9440 3.2352 -5.5877
C -2.5171 2.9484 -4.1225
H 1.6206 -2.4755 -4.3753
C -0.6039 1.4691 -4.4029
H -1.8757 -1.7972 -0.9371
C -0.2657 2.4252 -0.1889
H 0.3068 1.2088 -4.9481

Cartesian forces (eV/Å) of the 3 atoms listed first:
0.2 -1.7 0.9
-0.6 -0.6 -0.3
0.1 0.7 -0.3


4.
Entry from OMol25: a structure of composition C27H28BiN2Si (wB97M-V/def2-TZVPD).

## Properties
- HOMO level (spin up / spin down): -0.336 / -0.336 Ha
- ΔE to the lowest compared entry with this formula, charge and spin: 0.7022 eV
- HOMO-LUMO gap (spin up / spin down): 4.14 / 4.14 eV
- Charge: +1

CARTESIAN COORDINATES (ANGSTROEM)
H 5.6366 2.9430 4.0077
C -1.1018 1.1084 -4.9624
H -2.4619 1.1912 0.6866
C 1.8162 -1.3336 -0.9627
C -2.4928 -0.8645 -5.2178
C 4.7805 2.7001 3.3765
C -4.8107 -3.4221 1.0618
C -4.9720 -2.0485 1.2970
H 1.0750 -0.6885 1.7950
H -2.9619 1.7485 -0.9297
H 3.3771 1.6126 -1.0090
C -3.8996 -3.8770 0.1034
C 3.9253 1.0472 5.0738
C 1.8958 -0.2084 4.5446
H -2.3887 -3.3190 -1.3265
H -1.0110 1.9731 -2.9842
H 4.7682 1.2696 5.7377
H 5.3470 3.9946 1.7356
H -1.3336 0.0130 -6.8172
C -2.8338 -0.7889 -3.8643
H -4.2533 -0.0400 0.8255
C 1.8762 0.5129 -2.3071
C 2.9696 0.0983 5.4076
C 3.8308 1.7594 3.8392
H 1.1649 -0.9701 4.8215
C -4.1960 -1.1143 0.5903
C 3.5226 2.9813 1.3390
C 1.4337 -0.8098 -2.2070
C -2.1236 1.3005 -0.3533
H -1.3340 2.0747 -0.4281
H -5.6697 -1.6890 2.0644
H -3.7482 -4.9368 -0.0881
C 2.7202 1.4593 3.0083
H -1.3270 -1.7369 -1.8781
N 0.7962 0.1228 2.3518
H 1.6736 -2.3631 -0.6361
H 1.7868 1.1634 -3.1756
H -0.0573 -0.1862 2.8115
C -3.2968 -1.5812 -0.3837
C -3.1582 -2.9538 -0.6257
N 2.5838 2.1014 1.7806
C 2.4945 -0.3330 -0.2324
H -3.5791 -1.4749 -3.4512
C 1.7973 0.4582 3.3408
H -0.8652 -0.7125 -0.2829
Bi 0.8779 1.7179 0.3599
H 3.0575 -0.4308 6.3554
C 4.6210 3.2845 2.1289
C 2.6301 0.8242 -1.1097
H 3.3680 3.4299 0.3552
H 3.0616 -0.4751 0.6879
Si -1.9913 -0.5701 -1.2544
H 0.9059 -1.3615 -2.9841
C -1.3937 1.1402 -3.5877
H -5.3930 -4.1488 1.6147
C -2.1555 0.1074 -3.0191
H -0.4631 1.8763 -5.4113
H -2.9057 -1.6534 -5.8482
C -1.6156 0.0779 -5.7648

Cartesian forces (eV/Å) of the 3 atoms listed first:
-0.2 0.0 -0.2
-0.3 -0.1 -0.1
0.4 0.1 0.0


5.
Entry from OMol25: a structure of composition C27H28BrIN4O4Ti (wB97M-V/def2-TZVPD).

## Properties
- HOMO level: -0.492 Ha
- ΔE to the lowest compared entry with this formula, charge and spin: 0.5612 eV
- HOMO-LUMO gap: 6.54 eV
- Charge: +2

CARTESIAN COORDINATES (ANGSTROEM)
O -1.4908 1.2116 0.2876
C 1.8423 -1.9316 2.0856
C -1.6135 1.0757 1.5462
C 2.7805 3.2401 -3.6991
H 3.6550 1.2633 -0.0281
C 2.9041 -3.3374 3.7803
H 2.7026 1.0790 -3.8704
C 2.8282 3.2792 -0.0194
H -2.6547 3.4936 1.0802
H 4.4098 2.3657 -1.1537
H -0.7215 -3.4917 -2.9881
C -3.7114 -2.0740 -2.1786
C 3.1052 1.8354 -3.2020
H -4.4525 1.3349 5.1553
N 0.5886 -1.8462 1.4704
H 1.8524 3.0423 0.4049
C -3.1013 1.1425 3.5065
C -3.9316 3.7017 2.7962
C 0.5472 0.6683 -2.7483
N 0.5162 -3.4899 2.9381
H 2.8688 -4.1610 4.4807
C 4.0523 -2.5976 3.6004
N 1.0853 0.6372 -0.3653
C -1.5489 -1.8426 -1.0443
C -0.1565 -2.7915 2.0241
C -4.4823 -2.5828 -3.2013
H -2.1177 -4.4396 -4.7959
C -2.3499 -2.3973 -2.1057
C 1.8010 -2.9795 3.0151
C 3.4524 2.0776 -0.7292
H -5.1466 3.6244 4.5586
H 0.7278 -0.3373 -3.1269
H 3.4849 3.6069 0.7853
H -4.1422 -1.4134 -1.4375
C -1.7722 -3.2411 -3.0620
H 0.6609 1.3792 -3.5597
H 5.0278 -0.9854 2.5778
H 3.3161 3.9974 -3.1274
H -5.5270 -2.3167 -3.2773
Ti -0.3815 -0.4357 0.3381
H -0.4797 0.7266 -2.3939
C 3.0138 -1.1974 1.9128
C -4.4403 3.0924 3.9362
H 1.7061 0.9853 0.3605
C 1.4744 0.9713 -1.6040
C -3.0347 3.0346 1.9831
H -1.1900 -2.9775 1.7786
C 4.1051 -1.5394 2.6826
H 4.9363 -2.8400 4.1733
Br -4.4570 5.4567 2.3416
H 0.1440 -4.2528 3.4814
H 3.0713 -0.3993 1.1879
O -2.0581 -1.3343 0.0260
H 2.7050 4.1111 -0.7106
C -4.0369 1.8075 4.2761
C -3.9061 -3.4421 -4.1359
O -0.7759 0.2378 2.0708
C -2.5529 -3.7722 -4.0654
N 2.6177 1.5746 -1.8346
H 3.0874 3.3252 -4.7405
H 4.1845 1.6969 -3.1820
H -2.7692 0.1489 3.7742
C -2.6097 1.7600 2.3544
O -0.2675 -1.7447 -1.0943
H 1.7137 3.4568 -3.6350
I -5.0887 -4.2498 -5.6546

Cartesian forces (eV/Å) of the 3 atoms listed first:
-0.3 0.2 0.0
0.1 -0.2 0.2
-0.5 0.8 0.5


6.
Entry from OMol25: a structure of composition C27H28BrN5OSSeTi (wB97M-V/def2-TZVPD).

## Properties
- Spin multiplicity: 3
- HOMO level (spin up / spin down): -0.190 / -0.260 Ha
- ΔE to the lowest compared entry with this formula, charge and spin: 1.3398 eV
- HOMO-LUMO gap (spin up / spin down): 5.13 / 6.99 eV
- Charge: 0

CARTESIAN COORDINATES (ANGSTROEM)
C 4.9660 -0.4797 -0.1841
H -3.3322 -2.6459 -4.2935
C -1.4279 0.4144 -0.4998
C 5.4398 -2.7397 -0.8264
H 0.0234 -2.4225 3.2065
O -1.1462 -1.2665 1.1587
H -1.2751 -1.4730 4.9770
H -3.6362 2.1007 -5.5894
C 2.4746 1.2729 2.8572
H 3.2561 -0.3404 4.0478
H -0.0529 -0.2866 5.4006
Ti 0.4982 -0.4697 1.1484
H 0.7093 3.3824 2.6822
C -3.3617 -0.3262 0.7261
C 4.1099 -3.0955 -0.6115
H 1.7723 0.3273 4.6631
C 0.5331 -1.7485 3.8744
N 1.4979 -0.9879 3.0511
H 2.9274 -0.0687 0.2915
C -4.1433 0.5047 -0.0600
H 6.1433 -3.4914 -1.1724
H 5.2927 0.5453 -0.0244
C -2.9182 -1.1880 -5.8132
C -0.4205 1.9232 3.7552
C -3.3771 -1.6007 -4.5721
H 3.3532 1.1245 2.2401
C 2.2869 0.0422 3.7550
C -2.2260 1.1624 -1.3943
C -3.5443 1.0584 -5.3039
H -3.7933 -0.9046 1.5346
C -1.9957 -0.4357 0.4673
H -2.1032 2.5536 -3.0671
H 2.6487 2.1587 3.4669
N 1.3107 1.4776 1.9523
C -3.6278 1.1371 -1.1811
Se 1.3607 -2.6544 0.1891
C -3.9008 -0.6605 -3.6909
N -4.5988 1.8039 -2.0139
Br -2.1920 -2.4573 -7.0108
C -0.1400 1.9018 -2.4508
H -4.2917 -0.9896 -2.7406
H 2.1153 -1.6684 2.6234
H 6.9156 -1.1694 -0.7700
S -1.3562 0.3749 3.5167
H 1.6609 1.0945 -1.6434
H 3.7771 -4.1130 -0.7865
C 3.1783 -2.1512 -0.1651
H 1.6454 1.9095 1.0981
C 0.2698 2.4050 2.4792
C 3.6335 -0.8344 0.0211
H -1.1452 2.6818 4.0416
N -4.6079 1.7410 -3.2524
H -2.6494 0.4432 -7.1693
C 0.5836 1.1585 -1.5719
H 0.3852 2.4786 -3.2034
H 1.0417 -2.3374 4.6361
C -2.9981 0.1338 -6.1910
H -5.2153 0.5869 0.1182
C -3.9643 0.6831 -4.0448
C 5.8770 -1.4371 -0.6037
C -0.4874 -0.8405 4.5719
H 0.2787 1.7981 4.5831
N -0.0206 0.4316 -0.5553
H -0.4707 2.5324 1.6989
C -1.5463 1.9406 -2.3766

Cartesian forces (eV/Å) of the 3 atoms listed first:
-0.2 0.0 0.0
0.0 0.1 0.0
0.6 0.1 -0.3


> Number 3 is which compound?

C27H28BaN2Si


> Look up the charge of the second one.

-1


> Number 6 is which compound?

C27H28BrN5OSSeTi